ORCA calculation (the ωB97M-V functional and the def2-TZVPD basis) on a 10-piece molecular cluster, C35H95N15O15 overall.

Summary:
E_tot	-3340.3981	a.u.
orbital gap	8.9	eV
structure (SMILES)	COCCNCCOC.COCCNCCOC.COCCNCCOC.COCCNCCOC.COCCNCCOC.NC(N)=O.NC(N)=O.NC(N)=O.NC(N)=O.NC(N)=O
HOMO energy	-8.3622	eV

Positions of all 160 atoms, in Å:
C  -3.01  -5.87  3.98
O  -3.30  -4.64  4.76
C  -2.22  -4.42  5.63
C  -0.95  -3.88  4.95
N  -1.09  -2.51  4.39
C  -0.95  -1.54  5.49
C  -1.51  -0.29  4.93
O  -2.93  -0.53  4.51
C  -3.38  0.52  3.66
H  -2.84  -6.73  4.67
H  -2.18  -5.77  3.21
H  -3.94  -6.10  3.48
H  -1.93  -5.32  6.20
H  -2.57  -3.72  6.39
H  -0.65  -4.55  4.19
H  -0.19  -3.90  5.70
H  -2.09  -2.47  4.16
H  0.13  -1.56  5.77
H  -1.46  -1.78  6.40
H  -0.95  -0.01  3.97
H  -1.48  0.61  5.52
H  -4.33  0.23  3.16
H  -2.59  0.68  2.97
H  -3.59  1.36  4.29
C  7.28  -8.40  -4.47
O  7.05  -7.16  -3.76
C  5.69  -6.73  -3.91
C  5.51  -5.59  -2.93
N  6.14  -4.37  -3.39
C  6.08  -3.25  -2.40
C  4.70  -2.61  -2.21
O  4.83  -1.23  -1.98
C  3.52  -0.68  -1.76
H  6.41  -9.05  -4.22
H  8.23  -8.78  -4.14
H  7.19  -8.22  -5.56
H  4.98  -7.51  -3.59
H  5.53  -6.42  -4.98
H  5.95  -5.94  -2.02
H  4.43  -5.32  -2.74
H  7.12  -4.59  -3.61
H  6.70  -2.45  -2.82
H  6.51  -3.58  -1.46
H  4.12  -3.10  -1.44
H  4.23  -2.85  -3.16
H  3.66  0.37  -1.69
H  2.98  -1.08  -0.93
H  2.80  -0.92  -2.61
C  -1.14  4.35  3.63
O  0.14  4.57  3.12
C  0.70  3.78  2.06
C  1.91  4.50  1.49
N  2.52  3.45  0.68
C  3.65  3.92  -0.09
C  3.59  3.56  -1.49
O  2.62  4.16  -2.25
C  2.81  5.50  -2.65
H  -1.16  3.48  4.28
H  -1.96  4.26  2.88
H  -1.35  5.17  4.31
H  -0.10  3.69  1.26
H  0.99  2.82  2.35
H  2.62  5.00  2.18
H  1.52  5.20  0.78
H  2.86  2.77  1.37
H  4.66  3.66  0.27
H  3.72  5.02  -0.07
H  3.29  2.50  -1.60
H  4.55  3.58  -2.05
H  1.98  5.69  -3.36
H  3.77  5.65  -3.22
H  2.72  6.24  -1.88
C  -1.08  5.11  -1.30
O  -1.46  4.95  -2.68
C  -2.20  3.76  -2.82
C  -2.72  3.70  -4.20
N  -1.68  3.66  -5.21
C  -2.11  3.97  -6.56
C  -1.83  5.45  -6.82
O  -2.61  6.16  -5.94
C  -2.36  7.53  -5.97
H  -1.94  5.01  -0.59
H  -0.58  6.06  -1.13
H  -0.35  4.36  -1.00
H  -3.01  3.80  -2.11
H  -1.52  2.93  -2.54
H  -3.30  4.61  -4.33
H  -3.32  2.83  -4.31
H  -1.03  4.41  -4.95
H  -3.20  3.71  -6.57
H  -1.64  3.29  -7.24
H  -2.01  5.75  -7.87
H  -0.72  5.57  -6.60
H  -1.63  7.79  -5.17
H  -3.32  7.99  -5.84
H  -1.91  7.91  -6.95
C  -7.03  2.21  1.64
O  -7.35  0.88  1.36
C  -8.11  0.15  2.31
C  -8.34  -1.24  1.90
N  -7.10  -1.92  1.47
C  -6.26  -2.54  2.51
C  -4.98  -2.98  1.87
O  -4.24  -1.87  1.40
C  -3.35  -2.10  0.32
H  -7.92  2.77  1.74
H  -6.36  2.57  0.84
H  -6.53  2.23  2.64
H  -9.09  0.59  2.49
H  -7.53  0.20  3.24
H  -9.10  -1.30  1.11
H  -8.72  -1.70  2.85
H  -6.55  -1.22  0.99
H  -6.72  -3.43  2.94
H  -6.12  -1.93  3.38
H  -5.33  -3.67  1.06
H  -4.46  -3.65  2.53
H  -3.95  -2.55  -0.52
H  -2.48  -2.74  0.58
H  -2.97  -1.10  0.12
N  0.59  -0.49  -3.85
C  -0.59  0.23  -3.79
N  -0.90  0.69  -5.04
O  -1.15  0.30  -2.73
H  0.83  -1.03  -3.02
H  0.64  -1.04  -4.73
H  -0.08  0.96  -5.61
H  -1.40  1.59  -4.87
N  5.96  -2.05  1.10
C  4.64  -1.63  1.11
N  4.44  -0.29  1.20
O  3.66  -2.40  1.17
H  6.48  -1.40  0.42
H  6.01  -2.99  0.75
H  3.46  -0.06  1.11
H  5.11  0.47  1.31
N  0.70  -3.05  1.64
C  0.59  -4.13  0.80
N  1.58  -4.16  -0.18
O  -0.29  -4.96  0.95
H  0.00  -2.80  2.35
H  1.55  -2.45  1.67
H  2.35  -3.54  -0.01
H  1.70  -5.04  -0.71
N  2.18  0.52  3.87
C  2.99  1.58  4.15
N  3.24  1.75  5.48
O  3.66  2.28  3.37
H  1.97  0.42  2.87
H  1.44  0.19  4.42
H  3.58  2.64  5.79
H  2.83  1.12  6.15
N  0.83  1.30  -0.62
C  0.83  0.15  0.14
N  0.06  -0.85  -0.29
O  1.53  -0.02  1.13
H  0.18  1.36  -1.41
H  1.26  2.22  -0.33
H  -0.08  -1.62  0.31
H  -0.85  -0.60  -0.74

***

ORCA calculation (the ωB97M-V functional and the def2-TZVPD basis) on a 10-piece molecular cluster, C36H100N8O12 overall.

Summary:
E_tot	-2772.1797	a.u.
orbital gap	9.3	eV
structure (SMILES)	COC[C@H](C)N.COC[C@H](C)N.COC[C@H](C)N.COC[C@H](C)N.COC[C@H](C)N.COC[C@H](C)N.COC[C@H](C)N.COC[C@H](C)N.OCCO.OCCO
HOMO energy	-9.0737	eV

Positions of all 156 atoms, in Å:
C  -0.75  2.71  7.00
O  -2.08  3.09  7.47
C  -2.93  3.38  6.40
C  -4.36  3.45  6.96
C  -4.80  2.16  7.55
N  -5.17  3.84  5.81
H  -0.78  1.67  6.67
H  -0.14  2.56  7.89
H  -0.23  3.38  6.31
H  -2.69  4.35  5.96
H  -2.76  2.77  5.51
H  -4.37  4.23  7.72
H  -4.73  1.32  6.86
H  -5.85  2.19  7.83
H  -4.31  1.98  8.51
H  -4.88  3.20  5.09
H  -4.93  4.78  5.53
C  4.73  1.59  -5.67
O  5.27  2.72  -6.22
C  4.32  3.74  -6.58
C  3.86  4.62  -5.37
C  2.71  5.60  -5.84
N  4.89  5.30  -4.72
H  4.47  1.68  -4.61
H  5.43  0.76  -5.80
H  3.82  1.22  -6.14
H  4.73  4.36  -7.38
H  3.50  3.28  -7.13
H  3.40  4.03  -4.58
H  2.27  6.08  -4.97
H  1.90  5.11  -6.37
H  3.21  6.36  -6.44
H  5.16  6.05  -5.35
H  5.70  4.70  -4.62
C  4.50  -5.42  -3.43
O  5.77  -5.29  -4.09
C  6.81  -6.10  -3.46
C  8.00  -6.34  -4.33
C  7.52  -7.11  -5.61
N  9.01  -7.19  -3.70
H  4.27  -6.49  -3.42
H  3.77  -4.84  -3.99
H  4.44  -5.08  -2.40
H  7.08  -5.61  -2.53
H  6.45  -7.06  -3.10
H  8.43  -5.41  -4.69
H  6.85  -7.95  -5.44
H  8.36  -7.40  -6.24
H  6.92  -6.39  -6.16
H  9.21  -6.68  -2.85
H  8.56  -8.08  -3.52
C  9.64  5.21  2.34
O  8.58  4.43  2.79
C  7.36  4.66  2.11
C  6.70  6.01  2.02
C  6.49  6.74  3.34
N  5.42  5.97  1.41
H  9.43  6.25  2.12
H  10.06  4.88  1.39
H  10.42  5.22  3.11
H  7.47  4.29  1.09
H  6.71  3.92  2.57
H  7.46  6.61  1.52
H  6.14  7.77  3.28
H  7.42  6.72  3.90
H  5.74  6.19  3.91
H  5.43  5.89  0.40
H  4.97  6.86  1.51
C  1.11  10.91  0.65
O  0.50  9.86  1.42
C  -0.90  10.00  1.55
C  -1.49  8.79  2.22
C  -1.33  7.52  1.32
N  -2.93  8.94  2.51
H  1.51  10.57  -0.30
H  1.97  11.22  1.24
H  0.44  11.77  0.56
H  -1.13  10.89  2.14
H  -1.41  10.23  0.61
H  -0.98  8.64  3.17
H  -0.38  7.06  1.61
H  -1.33  7.69  0.24
H  -2.12  6.82  1.60
H  -3.52  9.05  1.69
H  -3.00  9.87  2.92
C  -7.43  -8.06  -0.28
O  -6.48  -7.05  -0.57
C  -6.10  -6.86  -1.93
C  -5.08  -5.72  -2.04
C  -4.65  -5.51  -3.46
N  -3.96  -6.17  -1.37
H  -8.45  -7.75  -0.51
H  -7.47  -8.23  0.80
H  -7.14  -9.03  -0.67
H  -5.79  -7.85  -2.24
H  -6.99  -6.72  -2.54
H  -5.61  -4.89  -1.58
H  -5.42  -5.09  -4.11
H  -4.44  -6.51  -3.85
H  -3.79  -4.85  -3.54
H  -3.59  -7.06  -1.67
H  -4.38  -6.39  -0.47
C  3.30  -6.84  4.15
O  3.37  -8.18  3.64
C  3.18  -8.33  2.25
C  3.24  -9.84  1.82
C  4.64  -10.53  2.08
N  2.96  -9.95  0.38
H  3.62  -6.81  5.20
H  2.29  -6.46  4.06
H  4.02  -6.26  3.58
H  2.22  -7.98  1.85
H  3.96  -7.74  1.76
H  2.43  -10.39  2.30
H  5.48  -10.03  1.59
H  4.61  -11.54  1.68
H  4.86  -10.52  3.15
H  3.66  -9.42  -0.11
H  3.10  -10.92  0.13
C  -10.98  -2.47  -1.60
O  -11.31  -1.59  -0.57
C  -10.61  -1.90  0.67
C  -9.27  -1.11  0.62
C  -8.25  -1.53  1.66
N  -9.41  0.30  0.95
H  -11.53  -2.14  -2.48
H  -11.30  -3.50  -1.50
H  -9.93  -2.45  -1.90
H  -11.19  -1.44  1.47
H  -10.40  -2.96  0.83
H  -8.76  -1.21  -0.34
H  -8.55  -1.46  2.70
H  -7.26  -1.10  1.52
H  -8.12  -2.61  1.54
H  -9.57  0.44  1.93
H  -10.32  0.49  0.55
O  -4.72  2.20  -1.58
C  -4.93  2.28  -2.98
C  -3.63  2.70  -3.61
O  -2.88  1.61  -4.06
H  -5.59  2.21  -1.18
H  -5.33  1.38  -3.45
H  -5.65  3.04  -3.28
H  -3.05  3.37  -2.97
H  -3.92  3.33  -4.46
H  -2.85  0.96  -3.35
O  -0.46  -0.96  -0.77
C  -0.05  -0.38  0.43
C  1.17  0.54  0.22
O  1.55  1.24  1.41
H  -1.04  -1.70  -0.59
H  -0.82  0.29  0.81
H  0.10  -1.11  1.23
H  0.92  1.28  -0.54
H  1.99  0.01  -0.27
H  1.87  2.12  1.20

***

| no. | largest force on an atom (eV/A) |
| --- | --- |
| 1 | 3.86 |
| 2 | 4.11 |